No. 1
{
  "formula": "C48H49Br4F7N2O4",
  "method": "the ωB97M-V functional and the def2-TZVPD basis",
  "symbols": ["C", "N", "O", "O", "H", "H", "H", "C", "N", "O", "O", "H", "H", "H", "Br", "C", "C", "Br", "H", "H", "H", "H", "Br", "C", "C", "Br", "H", "H", "H", "H", "F", "C", "C", "C", "C", "C", "C", "H", "H", "H", "H", "H", "F", "C", "C", "C", "C", "C", "C", "H", "H", "H", "H", "H", "F", "C", "C", "C", "C", "C", "C", "H", "H", "H", "H", "H", "F", "C", "C", "C", "C", "C", "C", "H", "H", "H", "H", "H", "F", "C", "C", "C", "C", "C", "C", "H", "H", "H", "H", "H", "F", "C", "C", "C", "C", "C", "C", "H", "H", "H", "H", "H", "F", "C", "C", "C", "C", "C", "C", "H", "H", "H", "H", "H"],
  "xyz": [[-5.348, 0.529, -2.391], [-6.310, -0.457, -2.914], [-6.481, -0.524, -4.163], [-6.795, -1.344, -2.135], [-4.323, 0.221, -2.594], [-5.439, 0.590, -1.306], [-5.598, 1.520, -2.770], [-1.680, 3.517, -4.952], [-0.716, 2.807, -4.062], [0.413, 2.539, -4.438], [-1.275, 2.399, -3.052], [-1.152, 4.168, -5.649], [-2.386, 4.111, -4.372], [-2.185, 2.810, -5.611], [-5.044, 4.082, -3.789], [-4.315, 4.971, -2.231], [-4.055, 3.878, -1.304], [-3.315, 4.675, 0.371], [-5.008, 5.663, -1.753], [-3.386, 5.471, -2.506], [-3.225, 3.226, -1.573], [-4.822, 3.192, -0.942], [2.380, -4.496, -4.816], [0.843, -3.629, -3.985], [-0.006, -4.769, -3.408], [-1.390, -3.864, -2.355], [0.319, -3.016, -4.718], [1.167, -2.887, -3.255], [0.583, -5.481, -2.831], [-0.524, -5.259, -4.233], [-5.001, -2.827, 3.162], [-3.964, -3.629, 3.501], [-4.217, -4.670, 4.420], [-3.135, -5.421, 4.841], [-1.835, -5.145, 4.463], [-1.614, -4.177, 3.433], [-2.674, -3.363, 3.002], [-5.206, -4.925, 4.771], [-3.286, -6.239, 5.530], [-0.946, -5.641, 4.822], [-0.594, -3.987, 3.135], [-2.512, -2.553, 2.306], [1.204, -1.749, 4.375], [1.069, -2.609, 5.433], [2.238, -3.272, 5.820], [2.123, -4.059, 6.990], [0.909, -4.239, 7.636], [-0.227, -3.759, 7.055], [-0.150, -2.875, 6.007], [3.157, -3.343, 5.258], [3.072, -4.509, 7.243], [0.658, -4.922, 8.434], [-1.202, -3.891, 7.499], [-1.121, -2.516, 5.698], [-2.818, 1.038, -1.220], [-1.766, 0.606, -0.461], [-1.014, 1.561, 0.216], [0.077, 1.095, 1.027], [0.159, -0.272, 1.248], [-0.647, -1.224, 0.635], [-1.578, -0.787, -0.319], [-1.127, 2.594, -0.079], [0.873, 1.708, 1.423], [0.989, -0.550, 1.882], [-0.745, -2.287, 0.799], [-2.217, -1.383, -0.953], [4.844, -3.014, 3.171], [4.906, -2.048, 2.216], [3.719, -1.582, 1.581], [3.739, -0.557, 0.672], [4.978, 0.044, 0.401], [6.162, -0.334, 0.982], [6.061, -1.344, 1.979], [2.831, -2.114, 1.889], [2.802, -0.171, 0.300], [5.035, 0.904, -0.250], [7.069, 0.244, 0.891], [6.939, -1.644, 2.531], [4.942, 5.940, 2.757], [4.344, 4.734, 3.118], [5.148, 3.595, 3.175], [4.658, 2.366, 3.560], [3.255, 2.318, 3.613], [2.465, 3.447, 3.530], [3.021, 4.667, 3.285], [6.206, 3.744, 3.014], [5.203, 1.453, 3.751], [2.720, 1.410, 3.850], [1.390, 3.409, 3.624], [2.439, 5.577, 3.270], [2.875, 2.450, 0.280], [2.844, 3.428, -0.652], [1.998, 4.471, -0.512], [1.907, 5.438, -1.464], [2.715, 5.391, -2.541], [3.647, 4.344, -2.649], [3.723, 3.366, -1.645], [1.331, 4.488, 0.337], [1.179, 6.234, -1.404], [2.693, 6.125, -3.333], [4.292, 4.265, -3.511], [4.327, 2.481, -1.508], [-2.060, 1.198, -7.191], [-2.059, -0.108, -6.657], [-1.920, -1.188, -7.470], [-1.929, -2.520, -6.929], [-2.303, -2.606, -5.633], [-2.524, -1.490, -4.808], [-2.337, -0.239, -5.344], [-1.683, -1.020, -8.510], [-1.923, -3.438, -7.498], [-2.495, -3.531, -5.110], [-2.653, -1.631, -3.745], [-2.378, 0.632, -4.706]],
  "lowdin_spin": [-0.0002, 0.0000, 0.0000, 0.0000, -0.0002, 0.0000, 0.0000, 0.0002, 0.0002, -0.0002, 0.0042, 0.0001, 0.0000, 0.0000, 0.0000, 0.0000, -0.0001, 0.0016, 0.0000, 0.0000, -0.0001, 0.0000, 0.0000, 0.0000, 0.0000, -0.0001, 0.0000, 0.0000, 0.0000, 0.0000, 0.0000, 0.0000, 0.0000, 0.0001, 0.0000, 0.0001, 0.0000, 0.0000, 0.0000, 0.0000, 0.0000, -0.0002, 0.0003, 0.0000, 0.0000, 0.0000, 0.0000, 0.0000, 0.0000, 0.0000, 0.0000, 0.0000, 0.0000, 0.0000, 0.1026, 0.2690, 0.1010, 0.0582, 0.2866, 0.0682, 0.0896, 0.0007, -0.0003, 0.0115, -0.0005, 0.0013, 0.0000, 0.0000, -0.0001, 0.0028, 0.0005, 0.0002, -0.0001, -0.0001, 0.0025, 0.0000, 0.0000, 0.0000, 0.0000, 0.0000, 0.0000, 0.0000, 0.0000, 0.0000, 0.0000, 0.0000, 0.0000, 0.0000, 0.0000, 0.0000, 0.0000, 0.0000, 0.0001, 0.0000, 0.0001, 0.0000, 0.0000, 0.0000, 0.0000, 0.0000, 0.0000, 0.0000, 0.0000, 0.0000, 0.0000, 0.0000, 0.0000, 0.0000, 0.0000, 0.0000, 0.0000, 0.0000, 0.0000, 0.0000],
  "orbital_gap_ha": [0.2675, 0.1037],
  "total_charge": 1,
  "multiplicity": 2,
  "e_tot_ha": -13263.4168,
  "molar_mass_da": 1170.532,
  "e_homo_ev": [-11.08, -11.08]
}

***

No. 2
{
  "formula": "C48H49MnN10S",
  "method": "the ωB97M-V functional and the def2-TZVPD basis",
  "symbols": ["Mn", "C", "C", "C", "C", "C", "N", "C", "C", "C", "C", "C", "C", "C", "N", "C", "C", "C", "N", "C", "C", "N", "C", "C", "C", "N", "H", "H", "H", "H", "H", "H", "H", "H", "H", "H", "H", "H", "H", "H", "H", "H", "H", "H", "C", "C", "C", "C", "C", "C", "C", "N", "C", "C", "C", "C", "C", "C", "C", "N", "C", "C", "C", "C", "H", "H", "H", "H", "H", "H", "H", "H", "H", "H", "H", "H", "H", "H", "H", "H", "H", "H", "H", "H", "H", "H", "H", "H", "N", "C", "C", "C", "C", "C", "C", "N", "C", "C", "C", "S", "C", "N", "H", "H", "H", "H", "H", "H", "H"],
  "xyz": [[-0.093, 0.980, -0.371], [-3.724, -3.469, 3.520], [-2.735, -2.434, 3.063], [-1.383, -2.520, 3.400], [-0.463, -1.610, 2.926], [-0.830, -0.529, 2.103], [0.110, 0.292, 1.504], [1.220, 0.641, 2.253], [1.127, 1.010, 3.607], [2.212, 1.472, 4.320], [3.466, 1.616, 3.724], [4.631, 2.190, 4.484], [3.584, 1.239, 2.399], [2.498, 0.734, 1.686], [2.749, 0.259, 0.363], [3.875, -0.359, -0.056], [3.709, -0.678, -1.383], [2.422, -0.226, -1.691], [1.847, 0.331, -0.634], [-2.199, -0.420, 1.824], [-3.117, -1.370, 2.265], [-2.722, 0.713, 1.127], [-3.914, 1.302, 1.370], [-4.106, 2.271, 0.415], [-2.960, 2.202, -0.385], [-2.132, 1.258, 0.048], [-3.537, -3.761, 4.554], [-3.662, -4.373, 2.910], [-4.746, -3.097, 3.455], [-1.043, -3.336, 4.028], [0.585, -1.725, 3.174], [0.157, 0.944, 4.084], [2.080, 1.755, 5.359], [4.657, 1.813, 5.507], [4.567, 3.279, 4.545], [5.579, 1.938, 4.010], [4.543, 1.325, 1.900], [4.686, -0.552, 0.625], [4.408, -1.183, -2.025], [1.885, -0.283, -2.625], [-4.156, -1.268, 1.974], [-4.518, 0.999, 2.207], [-4.943, 2.938, 0.319], [-2.694, 2.800, -1.240], [-0.705, -4.349, -4.845], [-1.618, -4.305, -3.612], [-1.445, -5.607, -2.829], [-3.082, -4.187, -4.059], [-1.269, -3.085, -2.770], [-0.904, -3.155, -1.433], [-0.612, -1.997, -0.732], [-0.671, -0.783, -1.276], [-1.008, -0.694, -2.574], [-1.309, -1.811, -3.333], [-0.999, 0.683, -3.123], [-1.445, 0.993, -4.402], [-1.447, 2.307, -4.847], [-0.990, 3.269, -3.946], [-0.542, 2.890, -2.700], [-0.533, 1.619, -2.286], [-1.924, 2.715, -6.235], [-2.386, 1.515, -7.061], [-3.098, 3.694, -6.090], [-0.767, 3.405, -6.972], [-0.935, -5.234, -5.440], [0.345, -4.399, -4.553], [-0.840, -3.477, -5.486], [-1.682, -6.451, -3.477], [-2.115, -5.655, -1.969], [-0.419, -5.735, -2.479], [-3.355, -5.051, -4.667], [-3.249, -3.290, -4.658], [-3.752, -4.150, -3.198], [-0.836, -4.100, -0.915], [-0.311, -2.043, 0.305], [-1.568, -1.694, -4.375], [-1.807, 0.204, -5.041], [-0.973, 4.318, -4.208], [-0.180, 3.616, -1.988], [-3.228, 1.001, -6.595], [-1.579, 0.796, -7.218], [-2.714, 1.859, -8.042], [-3.933, 3.228, -5.565], [-3.445, 4.002, -7.077], [-2.811, 4.593, -5.543], [0.087, 2.732, -7.075], [-0.433, 4.302, -6.450], [-1.090, 3.700, -7.971], [2.318, 4.242, 0.977], [1.382, 4.261, 1.987], [1.357, 4.923, 3.210], [0.241, 4.722, 3.992], [-0.813, 3.904, 3.557], [-0.777, 3.255, 2.341], [0.352, 3.432, 1.542], [0.693, 2.889, 0.295], [1.866, 3.417, 0.002], [2.692, 3.222, -1.196], [4.056, 3.162, -1.174], [4.657, 3.015, -2.761], [3.050, 3.077, -3.351], [2.130, 3.174, -2.445], [3.178, 4.762, 0.948], [2.171, 5.559, 3.532], [0.171, 5.210, 4.956], [-1.679, 3.781, 4.195], [-1.596, 2.635, 2.022], [4.721, 3.160, -0.325], [2.842, 3.031, -4.410]],
  "lowdin_spin": [0.9734, 0.0006, 0.0033, -0.0005, 0.0028, 0.0008, 0.0127, 0.0009, 0.0028, -0.0005, 0.0033, 0.0006, -0.0005, 0.0033, 0.0003, -0.0003, 0.0008, -0.0002, -0.0038, 0.0036, -0.0004, -0.0005, -0.0010, 0.0003, -0.0005, -0.0022, 0.0001, 0.0002, 0.0000, -0.0001, 0.0001, 0.0001, -0.0001, 0.0001, 0.0002, 0.0000, -0.0001, -0.0001, 0.0000, 0.0000, -0.0001, -0.0001, 0.0000, 0.0001, -0.0001, -0.0002, 0.0000, -0.0001, -0.0019, 0.0005, -0.0011, -0.0013, -0.0016, 0.0003, 0.0021, -0.0004, 0.0020, -0.0007, 0.0029, 0.0004, 0.0003, 0.0000, 0.0001, 0.0001, 0.0000, 0.0000, 0.0000, 0.0000, 0.0000, 0.0000, 0.0000, 0.0000, 0.0000, 0.0001, -0.0002, 0.0000, 0.0000, -0.0001, 0.0000, 0.0000, 0.0000, 0.0000, 0.0000, 0.0000, 0.0000, 0.0000, 0.0000, 0.0000, 0.0009, -0.0001, 0.0003, -0.0002, 0.0002, -0.0003, 0.0000, -0.0035, 0.0015, -0.0001, 0.0004, 0.0000, 0.0000, 0.0001, 0.0000, 0.0000, 0.0000, 0.0000, -0.0001, 0.0000, 0.0000],
  "orbital_gap_ha": [0.2373, 0.2422],
  "total_charge": 1,
  "multiplicity": 2,
  "e_tot_ha": -3955.2226,
  "molar_mass_da": 852.995,
  "e_homo_ev": [-8.75, -8.92]
}